Molecular formula: C7H10BFO3
Method: DFT, ωB97M-V/def2-TZVPD

Properties
LUMO level: 0.28 eV
electronic energy: -16956.111 eV
total charge: 0
HOMO-LUMO gap: 8.16 eV
relative energy (zero: lowest compared OMol25 entry of this formula, charge and spin): 1.6364 eV
E_HOMO: -7.88 eV
structure (SMILES): CO\C(F)=C/C=C\C=C\B(O)O

Last columns: bonded neighbours and bond lengths (Å).
Cartesian coordinates (Å):
1 B -2.309 0.587 0.157  C6 1.552, O9 1.340, O10 1.351
2 C 0.082 -2.466 0.360  C3 1.347, C4 1.471, H13 1.118
3 C 1.098 -2.130 -0.459  C2 1.347, C5 1.502, H14 1.098
4 C -1.079 -1.564 0.379  C2 1.471, C6 1.311, H15 1.114
5 C 0.884 -0.887 -1.275  C3 1.502, C7 1.380, H16 1.091
6 C -1.145 -0.292 0.690  B1 1.552, C4 1.311, H17 1.055
7 C 0.870 0.396 -0.767  C5 1.380, O11 1.306, F12 1.358
8 C 1.223 1.999 0.944  O11 1.395, H18 1.203, H19 1.090, H20 1.096
9 O -2.396 1.908 0.366  B1 1.340, H21 0.948
10 O -3.087 -0.159 -0.658  B1 1.351, H22 0.961
11 O 1.470 0.771 0.330  C7 1.306, C8 1.395
12 F 0.504 1.379 -1.629  C7 1.358
13 H 0.309 -3.499 0.723  C2 1.118
14 H 1.832 -2.938 -0.568  C3 1.098
15 H -2.069 -2.018 0.141  C4 1.114
16 H 0.996 -0.984 -2.355  C5 1.091
17 H -0.517 0.242 1.348  C6 1.055
18 H 1.594 2.926 0.274  C8 1.203
19 H 1.866 1.969 1.824  C8 1.090
20 H 0.208 2.059 1.353  C8 1.096
21 H -3.146 2.416 0.088  O9 0.948
22 H -3.818 0.412 -0.907  O10 0.961

---

Molecular formula: C4H11NO2
Method: DFT, ωB97M-V/def2-TZVPD

Properties
LUMO level (alpha / beta): -3.21 / -8.94 eV
electronic energy: -9900.323 eV
total charge: +1
spin multiplicity: 2
HOMO-LUMO gap (alpha / beta): 11.69 / 5.71 eV
relative energy (zero: lowest compared OMol25 entry of this formula, charge and spin): 2.6725 eV
E_HOMO (alpha / beta): -14.90 / -14.64 eV

Last columns: bonded neighbours and bond lengths (Å).
Cartesian coordinates (Å):
1 C -1.144 0.286 -0.343  C2 1.488, N5 1.445, H8 1.181, H9 1.045
2 C -0.409 1.187 0.587  C1 1.488, C3 1.714, H10 1.093, H11 1.112
3 C 0.199 0.710 2.118  C2 1.714, O4 1.432, H12 1.066, H13 1.093
4 O 0.741 -0.608 1.975  C3 1.432, H14 0.966
5 N -0.584 -0.943 -0.855  C1 1.445, C6 1.484, H15 1.052
6 C 0.727 -0.720 -1.514  N5 1.484, O7 1.481, H16 1.078, H17 1.153
7 O 1.072 -1.946 -2.271  C6 1.481, H18 0.940
8 H -1.489 1.134 -1.088  C1 1.181
9 H -1.970 -0.034 0.212  C1 1.045
10 H 0.398 1.739 0.100  C2 1.093
11 H -1.071 1.994 0.970  C2 1.112
12 H -0.534 0.693 2.891  C3 1.066
13 H 1.026 1.386 2.350  C3 1.093
14 H 0.341 -1.177 1.304  O4 0.966
15 H -1.319 -1.364 -1.479  N5 1.052
16 H 1.338 -0.558 -0.642  C6 1.078
17 H 0.674 0.232 -2.162  C6 1.153
18 H 2.002 -2.012 -2.153  O7 0.940

---

Molecular formula: C25H30N3O10S
Method: DFT, ωB97M-V/def2-TZVPD

Properties
LUMO level: -3.64 eV
electronic energy: -62180.927 eV
total charge: +1
HOMO-LUMO gap: 8.49 eV
E_HOMO: -12.14 eV

Last columns: bonded neighbours and bond lengths (Å).
Cartesian coordinates (Å):
1 C 1.192 -2.797 3.592  C2 1.532, H16 1.090, H17 1.090, H18 1.091
2 C 0.525 -1.548 3.006  C1 1.532, C3 1.525, H19 1.097, H20 1.096
3 C 0.658 -0.351 3.940  C2 1.525, O4 1.441, H21 1.090, H22 1.097
4 O 0.762 0.928 3.285  C3 1.441, N5 1.405
5 N -0.354 1.140 2.458  O4 1.405, C6 1.349, H23 1.014
6 C -0.061 1.213 1.144  N5 1.349, N7 1.377, N8 1.308
7 N 0.931 2.066 0.714  C6 1.377, H24 1.017, H25 1.023
8 N -0.754 0.536 0.264  C6 1.308, C9 1.477, H26 1.014
9 C -0.667 0.663 -1.205  N8 1.477, C10 1.526, H27 1.089, H28 1.086
10 C 0.123 -0.494 -1.810  C9 1.526, C11 1.523, H29 1.090, H30 1.096
11 C 1.534 -0.661 -1.263  C10 1.523, S12 1.795, H31 1.090, H32 1.093
12 S 2.664 0.663 -1.702  C11 1.795, O13 1.434, O14 1.425, O15 1.583
13 O 3.458 0.957 -0.545  S12 1.434
14 O 1.919 1.669 -2.381  S12 1.425
15 O 3.600 -0.005 -2.790  S12 1.583, H33 0.972
16 H 2.171 -2.554 4.005  C1 1.090
17 H 1.349 -3.544 2.813  C1 1.090
18 H 0.568 -3.250 4.364  C1 1.091
19 H -0.536 -1.774 2.840  C2 1.097
20 H 0.950 -1.317 2.024  C2 1.096
21 H 1.585 -0.400 4.512  C3 1.090
22 H -0.165 -0.311 4.664  C3 1.097
23 H -1.190 0.641 2.742  N5 1.014
24 H 0.935 2.895 1.303  N7 1.017
25 H 1.876 1.676 0.731  N7 1.023
26 H -1.418 -0.142 0.620  N8 1.014
27 H -1.685 0.639 -1.591  C9 1.089
28 H -0.234 1.629 -1.447  C9 1.086
29 H 0.129 -0.372 -2.894  C10 1.090
30 H -0.413 -1.428 -1.604  C10 1.096
31 H 1.983 -1.586 -1.625  C11 1.090
32 H 1.554 -0.705 -0.171  C11 1.093
33 H 4.427 -0.306 -2.376  O15 0.972
34 C 0.033 3.182 -4.490  C35 1.331, C40 1.480, H42 1.081
35 C 0.094 4.445 -4.901  C34 1.331, C36 1.489, H43 1.083
36 C -1.140 5.210 -5.231  C35 1.489, O37 1.209, C38 1.489
37 O -1.086 6.359 -5.602  C36 1.209
38 C -2.445 4.510 -5.071  C36 1.489, C39 1.330, H44 1.083
39 C -2.500 3.250 -4.649  C38 1.330, C40 1.478, H45 1.082
40 C -1.269 2.498 -4.324  C34 1.480, C39 1.478, O41 1.221
41 O -1.326 1.356 -3.897  C40 1.221
42 H 0.910 2.601 -4.239  C34 1.081
43 H 1.029 4.979 -5.018  C35 1.083
44 H -3.334 5.082 -5.306  C38 1.083
45 H -3.437 2.726 -4.515  C39 1.082
46 C -4.988 3.263 -0.528  C47 1.329, C52 1.486, H54 1.083
47 C -4.914 3.695 -1.782  C46 1.329, C48 1.487, H55 1.083
48 C -5.813 3.154 -2.837  C47 1.487, O49 1.212, C50 1.483
49 O -5.707 3.532 -3.984  C48 1.212
50 C -6.809 2.130 -2.436  C48 1.483, C51 1.331, H56 1.083
51 C -6.880 1.697 -1.180  C50 1.331, C52 1.486, H57 1.083
52 C -5.970 2.221 -0.129  C46 1.486, C51 1.486, O53 1.212
53 O -6.013 1.812 1.011  C52 1.212
54 H -4.350 3.640 0.262  C46 1.083
55 H -4.207 4.450 -2.106  C47 1.083
56 H -7.453 1.759 -3.222  C50 1.083
57 H -7.589 0.944 -0.860  C51 1.083
58 C 4.783 -6.501 5.460  C59 1.330, C64 1.487, H66 1.083
59 C 4.531 -5.215 5.233  C58 1.330, C60 1.483, H67 1.083
60 C 4.551 -4.659 3.859  C59 1.483, O61 1.216, C62 1.483
61 O 4.316 -3.484 3.653  C60 1.216
62 C 4.866 -5.585 2.744  C60 1.483, C63 1.330, H68 1.083
63 C 5.119 -6.871 2.968  C62 1.330, C64 1.488, H69 1.083
64 C 5.095 -7.434 4.345  C58 1.487, C63 1.488, O65 1.209
65 O 5.320 -8.604 4.547  C64 1.209
66 H 4.776 -6.934 6.452  C58 1.083
67 H 4.303 -4.515 6.027  C59 1.083
68 H 4.879 -5.151 1.753  C62 1.083
69 H 5.353 -7.570 2.175  C63 1.083

---

Molecular formula: C2BrF2IO
Method: DFT, ωB97M-V/def2-TZVPD

Properties
LUMO level (alpha / beta): -3.03 / -3.04 eV
electronic energy: -87695.667 eV
total charge: 0
HOMO-LUMO gap (alpha / beta): 7.64 / 7.64 eV
relative energy (zero: lowest compared OMol25 entry of this formula, charge and spin): 3.0408 eV
E_HOMO (alpha / beta): -10.68 / -10.68 eV

Last columns: bonded neighbours and bond lengths (Å).
Cartesian coordinates (Å):
1 C 0.566 0.034 0.662  C2 1.455, O3 1.182, I7 2.152
2 C -0.374 -0.370 -0.373  C1 1.455, F5 1.292, Br6 1.839
3 O 0.299 0.390 1.757  C1 1.182
4 F -1.037 1.780 -0.595  no bonds
5 F -0.009 -0.650 -1.580  C2 1.292
6 Br -2.047 -0.953 0.120  C2 1.839
7 I 2.600 -0.232 0.010  C1 2.152

---

Molecular formula: C3H7NO3
Method: DFT, ωB97M-V/def2-TZVPD

Properties
LUMO level: 0.78 eV
electronic energy: -10854.493 eV
total charge: 0
HOMO-LUMO gap: 10.51 eV
relative energy (zero: lowest compared OMol25 entry of this formula, charge and spin): 3.8743 eV
E_HOMO: -9.72 eV
structure (SMILES): C/C=N\O.O=CO

Last columns: bonded neighbours and bond lengths (Å).
Cartesian coordinates (Å):
1 C -0.050 -1.727 0.953  C2 1.556, H8 1.116, H9 1.020, H10 1.126
2 C 0.304 -1.122 -0.436  C1 1.556, N4 1.255, H11 1.135
3 C 0.955 1.943 -0.349  O6 1.380, O7 1.199, H12 1.112
4 N -0.501 -0.460 -1.134  C2 1.255, O5 1.377
5 O -1.687 -0.024 -0.584  N4 1.377, H14 1.074
6 O -0.048 2.514 -1.106  C3 1.380, H13 0.998
7 O 0.686 1.388 0.678  C3 1.199
8 H -1.111 -2.064 1.030  C1 1.116
9 H 0.564 -2.495 1.220  C1 1.020
10 H 0.230 -0.835 1.581  C1 1.126
11 H 1.314 -1.308 -0.918  C2 1.135
12 H 1.914 2.230 -0.832  C3 1.112
13 H -0.840 2.244 -0.561  O6 0.998
14 H -1.730 -0.284 0.457  O5 1.074

---

Molecular formula: C18H27BO10
Method: DFT, ωB97M-V/def2-TZVPD

Properties
LUMO level: 0.05 eV
electronic energy: -40256.199 eV
total charge: 0
HOMO-LUMO gap: 10.01 eV
E_HOMO: -9.97 eV
structure (SMILES): CCB(O)C1=C([C@H](C)CC)C(=O)OC1=O.C[C@@H]1COC(=O)O1.C[C@@H]1COC(=O)O1

Last columns: bonded neighbours and bond lengths (Å).
Cartesian coordinates (Å):
1 C -3.349 0.126 1.322  C2 1.543, H16 1.085, H17 1.090, H18 1.088
2 C -3.353 0.661 -0.126  C1 1.543, B3 1.589, H19 1.092, H20 1.094
3 B -1.972 0.515 -0.897  C2 1.589, O4 1.375, C5 1.590
4 O -1.638 1.425 -1.872  B3 1.375, H21 0.976
5 C -1.006 -0.680 -0.486  B3 1.590, C6 1.323, C14 1.518
6 C 0.161 -0.591 0.131  C5 1.323, C7 1.486, C11 1.529
7 C 0.853 0.661 0.532  C6 1.486, C8 1.542, C9 1.524, H22 1.091
8 C 2.310 0.425 0.979  C7 1.542, H23 1.088, H24 1.083, H25 1.084
9 C 0.076 1.510 1.531  C7 1.524, C10 1.561, H26 1.090, H27 1.089
10 C 0.057 0.896 2.967  C9 1.561, H28 1.085, H29 1.083, H30 1.086
11 C 0.600 -2.044 0.319  C6 1.529, O12 1.144, O13 1.384
12 O 1.183 -2.527 1.177  C11 1.144
13 O 0.032 -2.679 -0.771  C11 1.384, C14 1.406
14 C -1.271 -2.155 -0.728  C5 1.518, O13 1.406, O15 1.137
15 O -2.230 -2.756 -0.836  C14 1.137
16 H -2.884 0.802 2.032  C1 1.085
17 H -4.388 0.032 1.641  C1 1.090
18 H -2.924 -0.871 1.425  C1 1.088
19 H -3.599 1.724 -0.075  C2 1.092
20 H -4.179 0.187 -0.663  C2 1.094
21 H -0.918 1.992 -1.538  O4 0.976
22 H 0.936 1.256 -0.378  C7 1.091
23 H 2.659 1.376 1.373  C8 1.088
24 H 2.895 0.132 0.117  C8 1.083
25 H 2.366 -0.310 1.774  C8 1.084
26 H -0.940 1.747 1.214  C9 1.090
27 H 0.602 2.463 1.575  C9 1.089
28 H 0.604 -0.040 3.002  C10 1.085
29 H 0.480 1.620 3.653  C10 1.083
30 H -0.973 0.675 3.228  C10 1.086
31 C -0.672 -5.781 -0.940  C32 1.511, H38 1.092, H39 1.090, H40 1.085
32 C 0.411 -6.234 -1.890  C31 1.511, C33 1.506, O37 1.441, H41 1.094
33 C 0.083 -6.089 -3.352  C32 1.506, O34 1.434, H42 1.088, H43 1.093
34 O 0.922 -7.089 -3.946  C33 1.434, C35 1.361
35 C 1.102 -8.064 -3.013  O34 1.361, O36 1.188, O37 1.360
36 O 1.595 -9.122 -3.229  C35 1.188
37 O 0.637 -7.655 -1.802  C32 1.441, C35 1.360
38 H -1.667 -5.933 -1.364  C31 1.092
39 H -0.631 -6.343 -0.007  C31 1.090
40 H -0.565 -4.724 -0.718  C31 1.085
41 H 1.355 -5.739 -1.644  C32 1.094
42 H 0.314 -5.104 -3.751  C33 1.088
43 H -0.955 -6.339 -3.582  C33 1.093
44 C 1.473 7.739 0.493  C45 1.513, H51 1.091, H52 1.089, H53 1.089
45 C 1.040 6.332 0.841  C44 1.513, C46 1.505, O50 1.440, H54 1.093
46 C 2.160 5.370 1.135  C45 1.505, O47 1.438, H55 1.088, H56 1.092
47 O 1.557 4.103 0.818  C46 1.438, C48 1.366
48 C 0.614 4.353 -0.138  O47 1.366, O49 1.190, O50 1.351
49 O 0.047 3.514 -0.765  C48 1.190
50 O 0.412 5.681 -0.280  C45 1.440, C48 1.351
51 H 2.438 7.746 -0.016  C44 1.091
52 H 0.751 8.209 -0.173  C44 1.089
53 H 1.565 8.344 1.394  C44 1.089
54 H 0.311 6.355 1.656  C45 1.093
55 H 2.488 5.392 2.172  C46 1.088
56 H 3.022 5.506 0.479  C46 1.092